# 1
Formula: C32H32N3O7SSbY
Source: the OMol25 dataset
Level of theory: the ωB97M-V functional and the def2-TZVPD basis

Structure (XYZ):
```
77
Properties=species:S:1:pos:R:3:forces:R:3:mulliken_charge:R:1
Y -0.342 0.305 -1.075 -0.11 0.17 -0.78 0.341
O -5.764 -1.622 1.193 -0.09 -0.03 0.03 -0.555
C -4.801 -1.253 0.592 0.06 0.04 -0.07 0.406
C -4.417 0.199 0.272 0.05 0.05 -0.04 -0.147
O -5.114 1.176 0.398 0.00 -0.01 0.02 -0.642
C -3.053 0.126 -0.271 -0.08 0.02 0.07 1.728
C -2.659 -1.189 -0.467 -0.11 -0.08 0.03 1.412
O -1.509 -1.503 -1.023 -0.10 0.14 0.12 -1.198
C -3.692 -2.134 -0.001 0.10 0.08 0.00 -0.001
O -3.692 -3.334 -0.082 -0.01 -0.08 0.01 -0.621
O -2.290 1.151 -0.607 0.01 -0.20 0.03 -1.206
C -1.911 0.095 6.178 0.04 0.00 -0.01 -0.509
C -2.632 -0.049 5.001 0.00 0.00 -0.02 -0.568
C -1.965 -0.116 3.785 0.05 0.03 0.07 -0.431
C -0.575 -0.049 3.759 0.19 -0.02 -0.20 0.263
C 0.151 0.098 4.937 -0.11 -0.03 -0.01 -0.507
C -0.524 0.172 6.148 -0.01 0.00 -0.04 -0.657
Sb 0.412 -0.237 1.897 0.12 -0.09 0.32 1.701
C 2.404 0.420 2.282 -0.11 -0.07 0.06 0.496
C 3.423 -0.468 2.620 0.03 0.15 -0.04 -0.389
C 4.721 -0.003 2.806 -0.07 0.02 -0.02 -0.700
C 5.005 1.349 2.665 -0.04 -0.01 -0.01 -0.561
C 3.989 2.241 2.338 0.00 -0.04 -0.01 -0.610
C 2.694 1.778 2.139 0.06 -0.05 0.01 -0.727
C 0.696 -2.330 1.724 0.08 0.16 0.01 0.634
C -0.071 -3.226 2.458 0.03 -0.02 -0.01 -0.682
C 0.032 -4.587 2.200 0.01 0.00 -0.01 -0.643
C 0.896 -5.048 1.217 -0.01 0.02 0.02 -0.531
C 1.663 -4.152 0.483 -0.01 0.05 0.02 -0.755
C 1.558 -2.790 0.730 -0.06 -0.10 0.05 -0.503
H -2.433 0.151 7.124 0.00 0.00 0.00 0.381
H -3.712 -0.104 5.024 -0.01 0.00 0.00 0.450
H -2.533 -0.215 2.867 -0.02 -0.01 -0.02 0.289
H 1.233 0.153 4.914 0.00 0.00 0.02 0.423
H 0.033 0.286 7.068 0.00 0.00 0.01 0.395
H 3.207 -1.524 2.734 0.01 -0.02 0.01 0.477
H 5.508 -0.697 3.071 0.01 0.00 0.00 0.428
H 6.012 1.710 2.829 0.00 0.00 0.00 0.435
H 4.201 3.302 2.273 0.01 0.02 0.01 0.561
H 1.905 2.481 1.891 0.01 -0.01 0.01 0.450
H -0.748 -2.870 3.226 0.00 -0.02 0.00 0.439
H -0.570 -5.286 2.765 0.00 -0.01 0.00 0.414
H 0.967 -6.108 1.017 0.00 -0.01 0.00 0.395
H 2.334 -4.512 -0.286 0.00 -0.01 0.00 0.426
H 2.156 -2.095 0.147 0.00 0.00 -0.01 0.414
O 1.374 2.039 -0.996 0.01 -0.08 -0.14 -1.210
C 2.199 1.240 -1.538 -0.11 -0.32 0.33 1.224
O 1.966 0.027 -1.742 0.05 0.47 0.08 -0.629
C 3.541 1.813 -1.961 0.08 0.03 0.10 -0.151
N 3.587 3.236 -1.436 0.16 -0.03 -0.11 -0.012
C 3.719 4.168 -2.619 -0.03 -0.04 0.00 -0.652
C 3.119 3.357 -3.755 -0.05 0.00 0.00 -0.488
C 3.646 1.948 -3.481 0.06 0.00 -0.08 -0.897
H 4.337 1.224 -1.511 -0.01 0.01 -0.01 0.419
H 4.314 3.371 -0.735 0.00 -0.03 -0.04 0.351
H 2.670 3.350 -0.975 -0.12 0.02 0.04 0.338
H 4.779 4.355 -2.779 0.01 -0.01 0.03 0.354
H 3.212 5.103 -2.400 -0.01 0.00 0.04 0.396
H 3.422 3.741 -4.726 0.00 0.00 0.00 0.456
H 2.027 3.381 -3.706 0.03 0.00 -0.01 0.185
H 4.686 1.857 -3.795 -0.01 0.00 0.00 0.404
H 3.074 1.166 -3.975 0.01 -0.01 -0.01 0.420
S -0.686 0.871 -3.761 -0.28 -0.07 0.06 -0.569
C -2.331 0.292 -3.904 0.15 -0.13 -0.02 0.267
N -2.559 -0.815 -4.600 0.12 0.00 -0.06 -0.108
C -3.878 -1.428 -4.763 -0.01 0.02 -0.02 -0.769
C -4.758 -1.039 -3.592 0.02 -0.07 0.09 -0.180
C -4.737 0.468 -3.421 0.03 0.00 -0.03 -0.736
N -3.349 0.936 -3.363 0.05 0.25 0.20 -0.037
H -1.748 -1.275 -4.980 0.00 0.03 0.02 0.226
H -3.745 -2.507 -4.806 0.03 0.00 -0.01 0.466
H -4.315 -1.100 -5.708 -0.02 0.00 -0.01 0.315
H -4.384 -1.521 -2.684 -0.04 0.03 -0.06 -0.098
H -5.777 -1.381 -3.759 0.00 0.00 0.00 0.447
H -5.230 0.772 -2.501 0.00 0.04 0.06 0.374
H -5.245 0.959 -4.253 -0.01 0.01 -0.02 0.416
H -3.119 1.697 -2.734 -0.01 -0.13 -0.08 0.258
```
Positions in Å, forces in eV/Å.

Properties
HOMO level = -10.3 eV
Energy = -2606.29066 Ha
Energy relative to the best compared isomer or geometry (same formula, charge and spin) = 0.623 eV
Total charge = +1
Frontier orbital gap = 7.54 eV
Max |F| = 0.80 eV/Å

=====

# 2
Formula: C32H33As2N7O3RuS2
Source: the OMol25 dataset
Level of theory: the ωB97M-V functional and the def2-TZVPD basis

Structure (XYZ):
```
80
Properties=species:S:1:pos:R:3:forces:R:3:mulliken_charge:R:1
Ru -0.291 0.855 0.605 0.12 -0.73 0.97 -0.274
N 2.634 1.427 3.780 0.14 0.11 -0.21 -0.369
C 1.883 1.308 2.682 -1.09 -0.06 0.41 0.499
S 0.133 1.194 2.880 0.14 0.17 -0.36 -0.402
N 2.473 1.285 1.505 1.00 0.08 -0.59 -1.859
N 1.688 1.042 0.484 -0.61 -0.31 0.85 2.364
C 2.225 0.957 -0.812 0.65 0.01 -0.82 0.450
C 3.649 1.158 -1.084 -0.15 0.07 0.03 -0.037
C 4.637 0.462 -0.382 -0.02 0.00 0.04 -0.134
C 5.971 0.657 -0.687 0.03 -0.03 0.02 -0.812
C 6.341 1.557 -1.678 -0.01 0.02 -0.02 -0.481
C 5.368 2.267 -2.369 0.03 0.02 -0.05 -0.852
C 4.031 2.066 -2.079 -0.01 -0.03 0.05 -0.266
C 1.285 0.664 -1.809 -0.19 -0.03 0.09 0.338
C 1.626 0.358 -3.153 0.16 0.08 0.18 -1.243
C 0.649 0.044 -4.055 -0.30 -0.03 0.00 -0.827
C -0.694 0.024 -3.643 0.25 -0.03 -0.23 -0.934
C -0.979 0.304 -2.325 0.00 0.04 0.21 -0.304
N -0.047 0.607 -1.419 0.03 0.12 -0.68 0.765
H 2.204 1.499 4.686 0.03 -0.02 0.00 0.227
H 3.631 1.539 3.687 -0.01 -0.03 0.05 0.238
H 4.351 -0.250 0.380 0.00 0.00 0.01 0.467
H 6.732 0.101 -0.154 -0.02 -0.01 0.00 0.424
H 7.386 1.704 -1.915 0.00 0.00 0.02 0.421
H 5.654 2.978 -3.133 0.00 0.00 0.01 0.424
H 3.269 2.629 -2.606 0.02 0.00 -0.02 0.395
H 2.669 0.353 -3.430 -0.02 -0.04 -0.03 0.666
H 0.903 -0.206 -5.076 0.03 0.01 0.00 0.480
H -1.486 -0.226 -4.332 -0.03 0.01 0.04 0.512
H -1.997 0.287 -1.960 0.00 -0.03 -0.02 0.232
C -4.226 0.023 -0.020 0.31 0.01 -0.09 -1.491
As -2.769 0.966 0.891 -0.45 0.25 0.22 1.659
C -3.340 0.761 2.742 0.14 -0.12 -0.08 -1.368
C -3.290 2.835 0.623 0.14 -0.07 0.00 0.180
C -4.624 3.227 0.703 -0.02 -0.12 0.03 -0.657
C -4.973 4.564 0.613 -0.02 0.01 0.00 -0.840
C -3.990 5.531 0.454 0.00 0.02 -0.01 -0.769
C -2.662 5.151 0.365 0.13 -0.02 -0.02 -0.670
C -2.309 3.806 0.439 0.06 -0.10 0.03 -0.157
As -0.465 3.253 0.187 -0.38 0.78 -0.22 1.780
C 0.597 4.557 1.162 0.02 -0.22 0.10 -1.395
C -0.179 3.838 -1.651 0.08 -0.18 0.08 -1.236
H -5.168 0.256 0.471 0.03 0.06 0.04 0.533
H -4.074 -1.054 0.027 0.02 0.01 0.04 0.485
H -4.283 0.332 -1.063 0.01 0.00 0.00 0.438
H -4.395 1.010 2.830 -0.01 0.03 -0.02 0.487
H -2.751 1.433 3.364 -0.02 0.01 0.01 0.394
H -3.178 -0.264 3.072 0.02 -0.01 -0.04 0.405
H -5.399 2.483 0.843 -0.03 0.03 0.00 0.309
H -6.014 4.854 0.675 0.00 -0.01 0.00 0.407
H -4.259 6.577 0.394 0.00 0.00 0.01 0.417
H -1.890 5.902 0.237 -0.06 0.05 -0.02 0.364
H 0.523 5.536 0.693 -0.06 -0.01 -0.05 0.499
H 1.639 4.238 1.153 -0.01 -0.02 -0.02 0.435
H 0.253 4.614 2.193 -0.02 -0.04 -0.01 0.381
H -0.516 4.867 -1.754 -0.01 0.02 0.05 0.527
H -0.750 3.202 -2.325 0.00 0.01 0.00 0.335
H 0.879 3.775 -1.903 0.00 -0.02 0.02 0.304
O -3.400 -7.285 -0.347 0.10 -0.04 -0.03 -0.537
S -2.407 -8.320 -0.404 -1.28 -0.29 0.04 1.123
O -2.547 -9.422 0.503 0.10 0.01 -0.02 -0.522
O -1.792 -8.567 -1.692 0.26 0.02 -0.14 -0.494
C -0.789 -7.440 0.300 1.55 0.84 0.51 0.385
N 0.153 -8.245 0.671 -0.25 -0.57 -0.19 -0.518
C 1.259 -7.607 1.111 -0.18 0.07 -0.03 -0.534
C 1.345 -6.241 1.140 -0.04 0.27 0.02 -0.521
C 0.233 -5.468 0.709 0.19 -0.32 0.12 0.581
N -0.850 -6.171 0.268 -0.52 -0.15 -0.32 -0.304
C 0.149 -4.059 0.692 0.00 0.11 0.01 1.282
C -1.039 -3.407 0.246 0.01 0.06 0.00 -1.396
C -1.126 -2.055 0.266 -0.12 -0.18 -0.10 -0.503
N -0.123 -1.227 0.704 0.01 0.54 0.02 0.720
C 1.029 -1.842 1.109 0.14 -0.35 0.08 -0.501
C 1.201 -3.190 1.114 -0.02 0.11 -0.02 -1.476
H 2.072 -8.247 1.427 0.04 0.05 0.02 0.434
H 2.251 -5.761 1.479 0.02 -0.04 0.00 0.367
H -1.868 -4.004 -0.108 -0.02 0.03 0.01 0.641
H -2.018 -1.564 -0.093 0.02 -0.03 -0.02 0.267
H 1.833 -1.212 1.459 -0.03 0.10 -0.02 0.337
H 2.153 -3.583 1.443 -0.01 0.02 0.05 0.305
```
Positions in Å, forces in eV/Å.

Properties
HOMO level (spin up / spin down) = -7.8 / -11.0 eV
Energy = -7210.68702 Ha
Energy relative to the best compared isomer or geometry (same formula, charge and spin) = 0.436 eV
2S+1 = 6
Total charge = +1
Frontier orbital gap (spin up / spin down) = 5.18 / 4.92 eV
Max |F| = 1.84 eV/Å

=====

# 3
Formula: C32H33BF6N2O2S
Source: the OMol25 dataset
Level of theory: the ωB97M-V functional and the def2-TZVPD basis

Structure (XYZ):
```
77
Properties=species:S:1:pos:R:3:forces:R:3:mulliken_charge:R:1
C 4.865 0.523 2.430 -0.16 -0.15 -0.01 -0.801
N 4.053 -0.678 2.532 1.07 -0.11 -0.21 0.306
C 4.755 -1.938 2.466 -0.15 -0.20 -0.06 -1.103
C 2.709 -0.627 2.762 -0.93 0.35 0.09 0.217
C 1.920 -1.801 2.912 0.74 0.35 -0.11 -0.897
C 0.599 -1.713 3.324 -0.13 0.77 -0.18 -1.338
C -0.028 -0.463 3.510 0.79 -0.69 -0.17 0.521
C -1.232 -0.355 4.376 -1.04 -2.47 3.67 0.205
B -2.265 -1.646 5.013 0.48 2.04 -3.33 0.573
O -3.589 -1.528 4.667 -0.10 -1.25 0.60 -0.468
C -4.205 -2.791 5.024 -0.48 0.57 0.18 -0.393
C -3.105 -3.632 5.685 0.40 -0.01 0.07 -0.363
O -1.903 -2.794 5.679 -0.83 0.17 -0.31 -0.390
C -1.586 0.998 4.983 -0.37 0.18 0.54 0.531
C -2.899 1.343 5.375 0.87 0.18 -0.20 -0.773
C -3.131 2.295 6.364 0.53 0.39 0.57 -0.821
C -2.046 2.945 7.016 0.18 -0.61 -0.50 1.306
N -2.194 3.679 8.161 -0.29 0.91 0.72 0.101
C -1.030 4.183 8.879 -0.08 -0.14 -0.32 -1.000
C -3.459 3.749 8.866 0.03 -0.09 -0.20 -1.011
C -0.747 2.744 6.494 -0.51 -0.26 -0.09 -0.876
C -0.543 1.769 5.532 -0.21 0.05 0.22 -0.975
C 0.694 0.678 3.127 -0.10 -0.23 0.45 -1.014
C 2.046 0.626 2.837 0.32 -0.60 -0.20 -0.289
H 4.584 1.139 1.563 0.03 -0.03 0.18 0.182
H 4.784 1.131 3.342 0.05 0.03 -0.16 0.324
H 5.909 0.209 2.303 -0.36 0.28 0.05 0.261
H 4.552 -2.563 3.347 0.06 0.07 -0.09 0.393
H 4.485 -2.509 1.566 0.03 0.00 0.15 0.309
H 5.828 -1.734 2.424 -0.21 -0.18 0.03 0.291
H 2.395 -2.771 2.752 -0.29 0.26 0.11 0.533
H 0.053 -2.627 3.543 0.02 0.07 0.03 0.380
H -0.807 -0.855 5.339 0.89 1.27 -0.48 0.295
H -5.029 -2.593 5.725 0.18 -0.09 -0.29 0.291
H -4.605 -3.242 4.112 0.05 0.01 0.15 0.226
H -3.381 -3.897 6.713 0.33 0.09 -0.18 0.261
H -2.880 -4.544 5.122 0.00 0.18 0.16 0.280
H -3.741 0.826 4.937 -0.01 -0.09 0.02 0.570
H -4.140 2.498 6.716 0.15 -0.17 -0.20 0.212
H -0.414 3.358 9.281 -0.10 0.27 -0.04 0.363
H -0.402 4.787 8.206 -0.14 -0.08 0.34 0.298
H -1.386 4.814 9.703 0.27 -0.21 -0.28 0.278
H -4.261 4.045 8.179 0.04 -0.02 0.22 0.312
H -3.735 2.791 9.341 0.02 0.16 -0.14 0.332
H -3.369 4.508 9.652 -0.18 -0.19 -0.24 0.309
H 0.109 3.274 6.904 -0.21 -0.22 -0.10 0.274
H 0.491 1.548 5.287 -0.20 -0.05 -0.01 0.391
H 0.206 1.650 3.151 0.14 -0.24 0.07 0.969
H 2.601 1.551 2.671 -0.25 -0.30 -0.07 0.450
C -5.044 1.588 1.022 -0.28 0.37 0.21 -1.377
C -3.630 1.131 1.030 0.58 -1.10 0.41 0.681
C -3.208 -0.190 1.009 -0.08 0.96 -0.24 -0.797
C -1.797 -0.308 0.896 0.37 0.90 -0.06 -0.553
C -1.132 0.918 0.866 -1.71 -0.64 -0.92 0.734
C 0.163 1.147 0.234 0.66 -0.40 0.14 0.983
C 0.748 2.418 0.108 -0.09 -0.25 0.26 -1.318
C 2.079 2.528 -0.275 0.02 -0.14 -0.38 0.015
C 2.811 3.835 -0.157 0.45 0.74 0.19 0.799
F 3.814 3.961 -1.082 -0.87 -0.03 0.83 -0.286
F 1.997 4.920 -0.284 0.66 -0.82 0.09 -0.275
F 3.412 3.935 1.087 -0.52 -0.01 -1.21 -0.255
C 2.800 1.415 -0.688 0.27 0.05 0.30 -1.054
C 2.203 0.165 -0.633 -0.70 -0.06 -0.12 0.420
C 2.966 -1.058 -1.033 0.64 -0.92 0.23 0.837
F 2.383 -2.198 -0.532 0.65 0.95 -0.63 -0.276
F 3.067 -1.213 -2.382 -0.06 0.05 0.90 -0.296
F 4.251 -1.029 -0.541 -1.04 -0.05 -0.59 -0.245
C 0.888 0.015 -0.211 0.20 0.65 0.11 -0.827
S -2.284 2.214 1.119 0.04 -0.63 -0.64 -0.262
H -5.708 0.716 1.001 0.12 0.21 0.05 0.354
H -5.267 2.186 1.917 -0.09 -0.13 -0.22 0.309
H -5.261 2.206 0.138 0.06 -0.15 0.25 0.352
H -3.925 -1.014 0.987 0.36 0.22 0.06 0.359
H -1.257 -1.246 0.787 -0.31 0.17 0.04 0.376
H 0.168 3.317 0.322 0.22 -0.26 0.21 0.535
H 3.827 1.520 -1.019 -0.06 -0.02 0.09 0.560
H 0.441 -0.978 -0.220 0.17 0.38 0.18 0.480
```
Positions in Å, forces in eV/Å.

Properties
HOMO level = -6.5 eV
Energy = -2521.44249 Ha
Energy relative to the best compared isomer or geometry (same formula, charge and spin) = 0.430 eV
Total charge = 0
Frontier orbital gap = 6.56 eV
Max |F| = 4.54 eV/Å

=====

> Which value of energy does entry 2 give?

-7210.68702 Ha

=====

> The lowest energy belongs to which entry?

C32H33As2N7O3RuS2